Entry 1:
19
Properties=species:S:1:pos:R:3:forces:R:3:nbo_charge:R:1 method="wB97M-V/def2-TZVPD" relative_energy_kj_mol=152.20 lumo_ev=0.2 charge=0 fmax_ev_per_a=3.87 smiles="C[C@@]12C=CC=C[C@]1(C(F)(F)F)S2" total_energy_ha=-1006.76059
C -1.061832 1.726496 0.738823 -0.295 1.861 -3.380 -0.615
C -0.712284 0.292570 0.504923 0.820 -0.441 1.760 -0.145
C -0.548236 -0.226559 -0.825650 0.125 -1.192 -1.254 -0.191
C 0.202036 -1.314450 -1.114252 -0.500 1.068 1.628 -0.196
C 1.051387 -1.974302 -0.185080 0.518 0.259 1.191 -0.218
C 1.196069 -1.408117 1.029261 0.178 -0.599 -0.262 -0.182
C 0.323751 -0.321799 1.518435 1.496 1.806 1.204 -0.242
C 1.222119 0.692094 2.612649 -0.416 -2.498 -2.893 0.996
F 2.144747 1.365402 1.880366 -0.438 -0.014 0.086 -0.338
F 0.574184 1.555147 3.344640 -0.568 0.126 0.341 -0.299
F 1.922808 -0.148993 3.388112 -0.258 0.230 0.433 -0.329
S -1.362402 -0.785017 1.848128 -0.343 -0.212 0.168 0.193
H -1.610755 2.216655 -0.227522 1.811 -1.150 1.887 0.218
H -0.126020 2.251839 0.990803 -0.687 0.334 -0.330 0.226
H -1.812885 1.901328 1.450348 -0.601 -0.092 1.417 0.235
H -1.025216 0.205672 -1.704917 -0.162 0.417 0.558 0.222
H 0.248741 -1.578542 -2.093477 0.053 -0.934 -2.765 0.206
H 1.698142 -2.841841 -0.389757 -0.558 0.573 -0.384 0.226
H 1.978949 -1.859707 1.624203 -0.174 0.457 0.594 0.231

---

Entry 2:
98
Properties=species:S:1:pos:R:3:forces:R:3:mulliken_charge:R:1 method="wB97M-V/def2-TZVPD" relative_energy_kj_mol=40.60 lumo_ev=0.2 charge=0 fmax_ev_per_a=3.67 smiles="NC(N)=O.NC(N)=O.NC(N)=O.NC(N)=O.NC(N)=O.NC(N)=O.NC(N)=O.NC(N)=O.NC(N)=O.NC(N)=O.CCO.CCO" total_energy_ha=-2563.08932
N -1.256590 -4.894584 -0.581139 0.777 -0.152 1.454 -0.348
C -0.638426 -4.290488 0.507929 -0.802 -0.376 -1.864 0.472
N -0.484856 -2.959194 0.258944 0.528 1.583 1.143 0.424
O -0.214875 -4.878495 1.485809 0.076 0.147 0.152 -0.694
H -1.767632 -4.314021 -1.226957 -0.126 -0.256 -0.109 0.163
H -1.397994 -5.876515 -0.444505 -0.384 -0.134 -0.408 0.204
H -1.116267 -2.461138 -0.357268 -0.091 -0.392 -0.278 -0.002
H -0.266148 -2.414874 1.085581 0.060 -0.122 -0.119 -0.237
N -1.933320 2.540865 -3.203385 0.401 -0.535 -0.314 -0.189
C -1.534577 3.653929 -2.538905 0.037 1.820 -0.153 0.425
N -1.477170 3.540884 -1.177182 -0.176 0.040 -0.144 -0.138
O -1.300835 4.708145 -3.144422 -0.011 -1.039 0.735 -0.708
H -2.059852 2.709541 -4.171618 -0.240 0.123 -0.693 0.248
H -2.504753 1.836779 -2.792641 -0.291 -0.381 0.554 0.085
H -1.358625 2.648232 -0.744230 -0.042 -0.541 0.104 0.116
H -1.070219 4.300968 -0.678739 0.255 0.414 -0.037 0.172
N 1.433910 -2.451302 -2.579017 0.242 -0.843 -0.067 0.075
C 2.310144 -2.794723 -3.573150 0.830 -0.071 -0.447 0.343
N 3.418324 -1.987994 -3.745824 -0.441 -0.272 0.035 -0.274
O 2.178231 -3.832088 -4.210394 -0.036 0.252 0.217 -0.717
H 0.754112 -3.187057 -2.506764 -0.530 0.260 0.225 0.084
H 1.209063 -1.513724 -2.307833 -0.074 0.433 -0.068 0.028
H 3.893429 -2.109873 -4.615231 0.087 -0.210 -0.356 0.273
H 3.428318 -1.049819 -3.411482 -0.186 0.406 0.450 0.106
N -3.121782 -2.981776 -3.857691 -0.188 -0.107 -0.355 -0.560
C -2.293648 -2.163230 -3.124939 -2.004 -1.579 -1.024 0.602
N -1.534045 -1.220946 -3.539410 2.267 2.826 -0.559 0.028
O -2.382803 -2.416468 -1.935503 0.676 -0.287 3.375 -0.564
H -3.759043 -3.303027 -3.148017 -0.303 -0.594 -0.432 0.252
H -3.565989 -2.794892 -4.735387 0.351 0.487 -0.386 0.217
H -1.236694 -0.952621 -4.460294 -0.350 -0.541 -0.374 0.198
H -1.027588 -0.698768 -2.794050 -0.135 -0.347 -0.501 -0.493
N 1.241044 0.635571 0.058065 2.204 -0.436 0.184 -0.168
C 0.150670 0.425489 -0.649391 0.449 0.627 0.629 1.242
N -0.997178 0.559110 -0.051365 -2.821 -0.362 0.936 0.900
O 0.214464 0.222583 -1.849341 0.272 -0.748 -2.785 0.043
H 1.209684 0.585333 1.061449 0.043 0.048 0.214 0.174
H 2.032257 0.180247 -0.414506 0.329 0.486 0.676 -0.141
H -1.085432 0.535270 0.955339 -0.150 0.187 -0.036 -0.340
H -1.791144 0.235761 -0.601765 -0.282 0.308 0.428 -0.549
N -4.613432 -1.485149 -0.582387 0.560 0.505 -0.452 -0.421
C -4.655164 -0.162238 -0.986868 0.032 -2.081 0.313 0.201
N -5.843418 0.426448 -1.254388 -0.358 0.312 0.126 -0.545
O -3.641079 0.484911 -1.149781 1.202 0.405 -0.336 -0.546
H -3.809440 -1.967804 -1.001044 0.061 0.219 0.485 0.221
H -5.430169 -2.055339 -0.611667 -0.719 0.084 -0.049 0.243
H -5.601681 1.393536 -1.224371 -0.701 0.954 -0.208 0.314
H -6.661735 0.175233 -0.735184 -0.243 -0.223 0.131 0.237
N 0.802545 0.779632 -5.092074 -0.101 0.650 0.291 -0.296
C 2.123777 1.210504 -4.867336 -0.004 0.020 -0.455 0.334
N 2.528816 1.492982 -3.578350 -0.619 -0.443 -1.272 -0.407
O 2.871439 1.296464 -5.836039 -0.135 -0.095 0.843 -0.683
H 0.062620 1.120155 -4.472300 0.576 0.028 0.056 0.066
H 0.625441 1.038086 -6.053838 -0.285 -0.256 -0.049 0.275
H 3.527984 1.381714 -3.540906 0.029 0.268 0.741 0.263
H 1.894509 1.270218 -2.818111 0.404 -0.177 0.052 0.211
N 2.674547 -2.499169 0.367229 -0.682 -0.313 0.196 -0.017
C 3.713514 -1.641066 0.197116 -0.006 -0.391 0.295 0.507
N 4.860433 -1.757533 0.984499 -0.959 0.875 -0.983 -0.391
O 3.694953 -0.724936 -0.621849 -0.324 -0.033 -0.305 -0.736
H 2.531276 -3.144448 1.128887 0.734 0.114 0.128 0.205
H 1.876700 -2.541080 -0.271285 0.714 0.529 -0.070 -0.006
H 5.107937 -2.602200 1.443457 0.120 -0.656 0.073 0.213
H 5.555720 -1.270751 0.432287 0.454 -0.229 0.626 0.272
N 1.719231 4.980439 3.042491 -0.388 0.638 -0.222 -0.436
C 0.926062 3.931600 2.897789 -0.123 -0.804 -0.829 0.556
N -0.204250 4.016340 2.151491 -0.582 -1.196 0.337 -0.124
O 1.332742 2.858073 3.320774 -0.291 -1.319 0.411 -0.659
H 1.394069 5.891303 2.876265 0.157 1.145 -0.145 0.165
H 2.580933 4.719586 3.433541 1.103 0.437 0.595 0.232
H -0.802441 3.205717 2.321035 -0.084 0.047 -0.218 0.027
H -0.716985 4.838164 1.944241 0.066 0.952 0.055 0.291
N 0.177621 -2.188694 3.591719 0.405 -0.943 0.054 -0.418
C -0.217039 -0.924087 3.469806 -1.782 0.013 0.182 0.555
N 0.734626 -0.004467 3.469693 0.575 2.338 -0.074 0.121
O -1.430394 -0.659197 3.366653 0.317 0.230 -0.194 -0.823
H -0.455634 -2.898425 3.268429 0.070 -0.337 0.172 0.285
H 1.163185 -2.342268 3.575827 0.400 -0.542 -0.144 0.100
H 0.461496 0.985705 3.486632 0.290 -0.440 0.039 0.080
H 1.700378 -0.172293 3.704213 0.035 -0.403 -0.123 -0.048
C -3.794090 2.965424 3.815877 0.429 1.006 0.173 -1.287
C -3.411198 2.144353 2.596009 -0.758 0.289 0.375 -0.185
O -2.051963 1.775318 2.588638 0.275 1.039 -0.601 -0.473
H -3.833397 2.368651 4.715981 -0.086 -0.255 0.237 0.338
H -4.748262 3.496667 3.689377 0.108 -0.361 -0.047 0.395
H -3.042861 3.751849 4.002079 -0.145 -0.224 -0.142 0.269
H -3.663891 2.753010 1.703955 0.455 -0.599 0.158 0.303
H -4.036431 1.253091 2.633389 -0.079 -0.188 -0.495 0.332
H -1.868409 0.965220 3.088694 -0.245 -0.723 0.228 0.141
C 4.103774 0.888090 3.345390 0.375 -1.151 0.497 -0.597
C 4.580397 -0.373605 4.153538 -0.392 0.355 0.061 -0.369
O 3.517057 -1.342160 4.241908 -0.591 -0.151 -0.413 -0.525
H 3.290089 1.414818 3.861977 0.067 -0.299 -0.187 0.191
H 3.795590 0.566028 2.332124 0.080 0.243 0.522 -0.065
H 4.909212 1.614329 3.254274 0.191 -0.071 -0.102 0.461
H 4.914612 -0.133992 5.179562 -0.089 0.179 -0.483 0.384
H 5.379490 -0.952318 3.674117 -0.005 0.667 -0.137 0.223
H 3.104421 -1.381531 5.106042 0.268 0.242 0.280 0.293

---

Entry 3:
13
Properties=species:S:1:pos:R:3:forces:R:3:nbo_charge:R:1 method="wB97M-V/def2-TZVPD" relative_energy_kj_mol=228.71 lumo_ev="-4.1 / -10.2" charge=+1 multiplicity=2 fmax_ev_per_a=4.72 total_energy_ha=-211.15830 s2=0.755
C 4.821302 -0.062202 -5.014332 -1.380 1.048 -2.383 -0.888
H 4.599313 0.341963 -6.028412 0.014 0.784 0.625 0.216
H 4.387501 -1.017183 -5.293896 1.348 -1.083 0.983 0.233
H 4.134706 0.377080 -4.323449 -0.351 0.502 0.459 0.205
H 5.828946 0.286388 -4.832517 0.367 -1.251 0.316 0.234
N -3.702110 0.349912 2.570827 2.134 -4.182 0.474 -0.499
C -2.823097 -0.254094 3.576279 -1.545 3.275 0.871 0.014
O -1.898659 0.637379 3.994695 0.632 -1.581 0.265 -0.504
H -4.365420 -0.420121 2.678518 -1.422 0.756 -1.679 0.404
H -3.193472 0.332631 1.647072 -1.225 0.724 0.564 0.427
H -3.485134 -0.611000 4.443619 0.866 0.462 -0.222 0.295
H -2.524962 -1.299081 3.244809 0.428 0.300 -0.354 0.352
H -1.778913 1.338328 3.336787 0.131 0.246 0.082 0.512